[1]
# C18H21F2N3O6

5 unconnected molecules or ions with the total composition C18H21F2N3O6 at a distorted geometry (ωB97M-V/def2-TZVPD, the OMol25 dataset).

XYZ file:
```
50
Properties=species:S:1:pos:R:3:forces:R:3
C 1.797 -0.038 2.960 0.390 -0.519 0.888
C 1.005 1.197 2.575 1.206 0.653 0.029
O 1.478 2.186 3.487 -0.078 -0.070 -0.518
C 2.373 1.661 4.367 -0.955 -1.087 0.463
O 2.864 2.249 5.265 0.427 0.425 -0.001
O 2.492 0.324 4.163 0.111 0.880 -0.090
F -0.330 1.073 2.687 -0.255 -0.113 0.260
H 2.583 -0.296 2.252 -0.443 -0.207 -0.343
H 1.168 -0.876 3.257 -0.094 -0.069 -0.610
H 1.251 1.543 1.574 -0.301 0.059 -0.088
C 7.997 -1.025 0.495 -0.031 -0.219 -1.055
C 7.406 -0.102 1.546 1.522 -1.330 -0.420
O 6.099 -0.550 1.625 -0.616 0.588 0.101
C 5.754 -1.167 0.458 0.401 -1.404 -0.024
O 4.710 -1.701 0.273 -0.003 0.802 -0.184
O 6.844 -1.263 -0.345 -0.073 -0.110 0.454
F 7.480 1.185 1.124 -0.202 0.224 0.434
H 8.383 -1.962 0.906 -0.517 -0.085 0.243
H 8.809 -0.676 -0.138 -0.213 0.676 0.128
H 7.924 -0.312 2.482 -0.316 0.902 0.333
N 0.508 -0.366 -0.466 1.209 0.067 0.327
C -0.783 -0.587 -0.057 0.987 0.131 -0.859
C -0.868 -1.932 0.172 -1.930 0.921 1.053
C 0.382 -2.503 0.011 1.031 -0.766 -0.112
C 1.275 -1.520 -0.371 -1.471 -0.195 -0.078
H 0.931 0.528 -0.643 -0.241 0.092 -0.149
H -1.463 0.245 -0.043 -0.240 -0.189 0.183
H -1.771 -2.358 0.587 0.142 -0.387 -0.254
H 0.529 -3.561 0.171 0.489 0.114 -0.107
H 2.314 -1.579 -0.641 0.051 0.189 0.032
N -6.735 -2.724 -2.496 0.243 -0.886 0.256
C -7.371 -2.693 -1.270 0.259 0.247 -0.606
C -6.433 -2.328 -0.342 0.923 0.030 -0.304
C -5.187 -2.211 -1.038 0.539 -0.012 0.285
C -5.374 -2.556 -2.341 -1.356 0.912 -0.349
H -7.152 -2.900 -3.392 -0.240 -0.226 0.157
H -8.399 -3.001 -1.203 -0.103 0.258 0.140
H -6.482 -2.160 0.720 -0.539 -0.126 0.016
H -4.247 -1.852 -0.646 -0.046 -0.248 0.199
H -4.775 -2.549 -3.235 0.341 0.064 0.211
N -3.545 4.427 -2.737 0.505 0.680 0.300
C -3.649 3.409 -1.826 -0.336 -0.377 -0.086
C -2.477 2.690 -1.836 -0.027 1.234 -0.067
C -1.606 3.453 -2.651 1.672 -0.929 -0.627
C -2.247 4.509 -3.208 -1.071 -0.436 0.305
H -4.264 5.079 -2.989 -0.102 -0.005 0.278
H -4.491 3.353 -1.154 -0.248 -0.276 -0.376
H -2.198 1.789 -1.326 -0.246 0.025 0.271
H -0.580 3.178 -2.869 -0.111 0.104 0.038
H -1.925 5.270 -3.894 -0.045 -0.006 -0.077
```
Forces are in eV/Å.

Gap between HOMO and LUMO (eV): 8.6967
Calculated total energy (a.u.): -1513.9067
HOMO (eV): -8.27
SMILES: O=C1OC[C@@H](F)O1.O=C1OC[C@@H](F)O1.c1cc[nH]c1.c1cc[nH]c1.c1cc[nH]c1


[2]
# C23H26BrN3O3

A single C23H26BrN3O3 molecule (ωB97M-V/def2-TZVPD, the OMol25 dataset).

XYZ file:
```
56
Properties=species:S:1:pos:R:3:forces:R:3
C 2.716 -0.970 4.353 0.175 0.062 -0.065
H 2.796 -0.172 3.608 0.080 -0.098 0.056
O 1.637 -0.748 5.229 -0.022 0.043 0.173
C 0.385 -0.716 4.599 -0.191 0.250 -0.087
C 0.162 0.529 3.713 -0.046 -0.316 0.130
N 0.808 0.446 2.435 0.081 0.063 -0.279
C 0.324 -0.240 1.476 -0.062 0.165 0.945
N -0.811 -1.009 1.498 -0.051 -0.046 0.318
H -1.385 -0.905 2.320 0.112 0.027 -0.023
C -1.496 -1.239 0.243 0.046 -0.118 -0.265
C -0.467 -1.825 -0.697 -0.022 0.246 0.433
C 0.767 -1.245 -0.666 -0.459 -0.632 -0.419
N 1.048 -0.301 0.289 -0.070 -0.095 -0.187
C 2.177 0.602 0.147 0.254 0.307 -0.022
C 1.933 1.603 -0.953 0.083 0.034 -0.072
C 2.880 1.833 -1.942 -0.021 0.016 0.123
C 2.637 2.755 -2.946 0.055 0.055 -0.089
C 1.443 3.453 -2.973 0.027 0.043 -0.069
C 0.496 3.234 -1.987 -0.040 0.067 0.012
C 0.740 2.316 -0.983 0.066 -0.027 0.032
H 0.006 2.151 -0.208 -0.141 -0.026 0.072
H -0.431 3.787 -1.998 -0.124 0.045 0.009
H 1.251 4.169 -3.758 -0.016 0.064 -0.077
H 3.382 2.925 -3.709 0.060 0.012 -0.071
H 3.817 1.293 -1.923 0.086 -0.098 0.000
H 3.101 0.047 -0.031 -0.074 0.032 0.037
H 2.258 1.116 1.109 0.106 -0.167 -0.228
C 1.858 -1.577 -1.627 0.000 -0.160 -0.111
H 2.765 -1.858 -1.095 0.094 0.035 0.048
H 2.077 -0.713 -2.253 0.062 0.071 -0.012
H 1.548 -2.402 -2.258 0.067 0.093 0.036
C -0.863 -2.911 -1.577 0.235 -0.292 -0.323
O -0.174 -3.489 -2.392 -0.222 -0.091 0.002
O -2.168 -3.244 -1.403 0.154 0.356 0.249
C -2.639 -4.301 -2.221 0.022 -0.287 -0.307
H -2.523 -4.047 -3.277 -0.040 -0.057 0.083
H -3.689 -4.431 -1.972 0.042 0.009 -0.003
H -2.080 -5.218 -2.020 -0.079 0.062 -0.035
C -2.090 0.043 -0.332 -0.053 0.090 -0.005
C -2.112 0.263 -1.704 -0.092 -0.040 0.148
C -2.610 1.441 -2.228 -0.104 0.155 -0.033
C -3.090 2.412 -1.368 -0.064 0.168 -0.109
C -3.095 2.213 0.001 -0.060 0.137 -0.045
C -2.599 1.026 0.509 0.009 -0.104 -0.091
H -2.606 0.882 1.580 0.042 -0.007 0.107
H -3.478 2.975 0.663 -0.027 0.066 0.028
Br -3.743 4.056 -2.079 0.087 -0.184 0.077
H -2.615 1.606 -3.294 0.005 0.033 -0.079
H -1.728 -0.489 -2.374 0.054 -0.031 -0.091
H -2.303 -1.957 0.420 0.231 0.125 0.013
H -0.924 0.693 3.623 -0.040 0.050 0.046
H 0.595 1.393 4.226 -0.228 -0.066 0.123
H 0.240 -1.625 3.992 -0.027 0.043 0.076
H -0.342 -0.708 5.415 -0.023 -0.041 -0.110
H 2.605 -1.929 3.831 0.017 0.011 -0.014
H 3.611 -0.992 4.971 0.045 -0.052 -0.055
```
Forces are in eV/Å.

Relative energy (zero: lowest compared OMol25 entry of this formula, charge and spin) (kcal per mole): 5.2
Gap between HOMO and LUMO (eV): 8.7435
Calculated total energy (a.u.): -3856.0433
HOMO (eV): -8.22
SMILES: COCC/N=C1\N[C@@H](c2ccc(Br)cc2)C(C(=O)OC)=C(C)N1Cc1ccccc1


[3]
# C26H50LaOP2Si

A molecular structure, C26H50LaOP2Si at a distorted geometry (ωB97M-V/def2-TZVPD, the OMol25 dataset).

XYZ file:
```
81
Properties=species:S:1:pos:R:3:forces:R:3
La -1.878 -0.206 -0.047 0.940 0.666 -1.471
C -2.030 0.107 2.638 -0.825 0.237 -0.528
C -2.578 1.245 1.956 -0.911 -0.749 0.416
C -3.919 -0.593 1.493 0.709 0.518 0.698
C -2.859 -1.011 2.352 -0.578 0.614 -0.142
C -3.769 0.819 1.270 0.666 -0.452 0.982
C -0.847 0.043 3.540 0.600 0.029 0.271
H -0.056 -0.606 3.133 -0.110 0.148 0.098
H -1.100 -0.387 4.523 -0.053 0.217 -0.279
H -0.404 1.033 3.707 -0.117 -0.250 0.009
C -2.678 -2.369 2.922 0.127 -0.593 0.258
H -2.281 -2.313 3.947 -0.189 -0.009 -0.245
H -1.969 -2.985 2.347 -0.255 0.216 0.155
H -3.640 -2.902 2.958 0.348 0.063 0.010
C -4.870 -1.501 0.796 -0.555 -0.260 -0.137
H -5.256 -2.252 1.500 0.060 0.116 -0.317
H -4.413 -2.062 -0.052 -0.141 0.233 0.395
H -5.726 -0.942 0.398 0.144 -0.199 0.082
C -4.522 1.611 0.263 -0.532 0.355 0.062
H -5.591 1.350 0.299 0.343 0.133 -0.141
H -4.198 1.451 -0.791 0.019 0.062 0.169
H -4.430 2.686 0.474 -0.035 -0.310 -0.233
C -1.951 2.581 1.804 0.198 0.826 0.221
H -2.715 3.372 1.853 0.285 -0.141 0.017
H -1.429 2.736 0.830 -0.200 -0.117 0.368
H -1.223 2.768 2.612 -0.232 0.004 -0.380
C 2.904 -0.693 1.542 0.139 0.391 0.825
C 2.541 0.255 2.426 0.464 -1.058 0.445
C 2.088 1.647 2.088 -0.252 0.401 0.126
C 2.889 2.499 1.071 -0.172 0.105 -0.155
C 2.375 2.428 -0.394 -1.116 1.918 -0.143
C 1.162 1.575 -0.609 -1.521 -0.435 0.889
C 1.318 0.061 -0.197 -0.108 0.088 -0.540
C 2.768 -0.412 0.080 -0.025 -0.363 0.087
H 2.044 2.218 3.019 0.040 -0.100 -0.035
H 3.960 2.284 1.153 0.040 -0.198 -0.138
H 1.041 1.584 1.751 0.181 0.263 0.251
H 3.500 0.361 -0.247 -0.432 -0.405 0.169
H 3.284 -1.682 1.846 -0.346 0.620 0.046
H 2.487 0.017 3.505 0.362 0.033 -0.684
H 3.000 -1.305 -0.523 -0.148 0.282 0.244
H 0.705 -0.130 0.704 0.401 -0.064 -0.071
H 0.310 2.051 -0.048 0.686 -0.652 -0.574
H 0.928 -0.631 -0.963 -0.059 0.343 0.060
H 2.785 3.560 1.363 0.051 -0.547 0.030
H 2.124 3.489 -0.661 -0.458 -0.606 0.367
P 3.509 2.010 -1.789 0.881 -0.112 1.056
C 5.051 1.129 -2.167 1.220 0.019 -1.504
C 3.944 3.747 -2.203 0.391 -0.375 -0.119
P 0.611 1.530 -2.379 -0.130 1.304 0.966
C 2.348 1.290 -2.997 -0.059 -0.545 0.205
C 0.209 3.055 -3.268 -0.530 0.283 -0.538
C -0.408 0.241 -3.079 -0.317 -1.014 -1.040
H 4.841 0.234 -2.768 0.185 0.010 0.256
H 5.643 0.868 -1.280 -0.355 0.124 -0.241
H 5.636 1.822 -2.793 0.352 -0.409 0.057
H 4.678 3.745 -3.009 -0.097 0.239 -0.024
H 4.397 4.207 -1.320 -0.074 0.051 -0.157
H 3.058 4.316 -2.493 0.091 -0.004 0.010
H 0.021 0.005 -4.068 -0.088 -0.361 -0.180
H -1.433 0.625 -3.244 0.626 -0.069 0.172
H -0.457 -0.724 -2.522 0.197 0.682 -0.322
H 2.576 0.214 -3.082 -0.044 0.365 -0.204
H 2.510 1.794 -3.953 -0.128 -0.265 -0.214
H -0.885 3.144 -3.317 0.349 0.122 0.099
H 0.592 2.999 -4.308 -0.076 -0.038 0.455
H 0.622 3.965 -2.809 -0.101 -0.405 0.060
C -0.887 -4.429 -2.116 0.048 -0.078 0.088
Si -1.184 -3.900 -0.351 -0.202 0.178 0.220
C -2.567 -4.920 0.388 0.053 -0.167 -0.135
C 0.333 -4.086 0.718 0.123 -0.258 -0.171
O -1.556 -2.289 -0.364 0.136 -0.815 -0.257
H -0.653 -5.502 -2.171 -0.031 0.260 -0.087
H -0.046 -3.863 -2.536 -0.144 -0.144 -0.063
H -1.787 -4.237 -2.714 0.224 -0.060 0.033
H -2.346 -5.976 0.168 -0.212 0.206 0.088
H -2.647 -4.813 1.476 -0.012 -0.045 -0.256
H -3.533 -4.664 -0.065 0.115 -0.141 0.087
H 1.054 -3.289 0.498 0.020 -0.163 0.050
H 0.073 -4.040 1.782 0.112 -0.029 -0.150
H 0.798 -5.061 0.506 0.046 0.279 0.221
```
Forces are in eV/Å.

Relative energy (zero: lowest compared OMol25 entry of this formula, charge and spin) (kcal per mole): 73.7
Gap between HOMO and LUMO (alpha / beta) (eV): 3.8606 / 4.6454
Calculated total energy (a.u.): -2099.4148
HOMO (alpha / beta) (eV): -6.69 / -7.25
Charge: +1


[4]
# C5H16NO2S

3 unconnected molecules or ions with the total composition C5H16NO2S at a distorted geometry (ωB97M-V/def2-TZVPD, the OMol25 dataset).

XYZ file:
```
25
Properties=species:S:1:pos:R:3:forces:R:3
C -0.274 -1.900 0.243 -0.551 0.790 -0.032
C 0.777 -1.857 -0.859 -0.116 -1.129 0.087
S 1.153 -3.538 -1.515 -0.024 0.234 0.087
C -0.491 -0.554 0.963 0.186 -0.240 -0.415
N -0.829 0.590 0.089 -0.213 -0.200 0.576
C -2.067 0.363 -0.627 -0.078 -0.255 -0.679
C -0.937 1.792 0.914 0.560 0.249 -0.853
H -0.049 -2.634 1.018 0.267 -0.101 -0.123
H -1.215 -2.227 -0.207 0.001 -0.145 0.057
H 0.382 -1.277 -1.692 0.133 0.381 0.022
H 1.694 -1.421 -0.463 0.114 0.304 -0.051
H 0.445 -0.289 1.460 -0.025 0.091 0.167
H -1.279 -0.667 1.728 0.051 0.030 0.054
H -2.955 0.222 0.006 0.064 0.185 0.293
H -2.004 -0.535 -1.242 0.193 0.030 0.029
H -2.245 1.192 -1.315 -0.086 0.090 0.116
H 0.050 2.003 1.329 -0.107 -0.099 0.368
H -1.149 2.636 0.249 -0.240 0.001 0.129
H -1.707 1.728 1.691 0.003 -0.066 0.094
H 0.725 1.165 -0.986 -0.105 -0.269 0.073
H 1.858 0.644 -1.856 0.234 -0.860 -0.471
O 1.599 1.405 -1.357 -0.287 1.002 0.400
H 2.529 1.447 0.198 0.242 -0.027 0.555
H 3.061 0.390 1.132 0.175 -0.990 0.144
O 2.929 1.324 1.097 -0.392 0.993 -0.627
```
Forces are in eV/Å.

Relative energy (zero: lowest compared OMol25 entry of this formula, charge and spin) (kcal per mole): 0.0
Gap between HOMO and LUMO (eV): 5.7700
Calculated total energy (a.u.): -803.5591
HOMO (eV): -2.57
Charge: -1


[5]
# C3H4NNaO2S2

A molecular structure, C3H4NNaO2S2 at a distorted geometry (ωB97M-V/def2-TZVPD, the OMol25 dataset).

XYZ file:
```
13
Properties=species:S:1:pos:R:3:forces:R:3
O -0.292 2.706 0.595 1.023 -3.617 -0.801
S 0.056 1.419 -0.137 -1.571 5.989 -0.553
O -0.248 1.662 -1.616 0.390 -2.316 2.614
C -0.848 -0.034 0.617 0.300 -2.198 1.124
C -0.390 -1.494 0.071 -2.322 1.300 -1.351
N 0.894 -1.393 -0.707 3.577 -1.093 5.049
C 1.902 -1.452 0.113 -0.569 2.556 -2.762
S 3.279 -0.923 0.902 -2.931 -1.415 -1.437
H 1.425 1.241 0.030 -0.791 -0.523 -0.081
H -1.998 0.067 0.449 1.968 0.424 1.355
H -0.685 0.012 1.752 -0.026 0.556 -1.722
H -1.206 -1.817 -0.695 1.248 0.174 0.849
Na -1.890 0.005 -1.373 -0.296 0.164 -2.284
```
Forces are in eV/Å.

Gap between HOMO and LUMO (eV): 6.0775
Calculated total energy (a.u.): -1280.4248
HOMO (eV): -7.15


[6]
# C5H4O

A single C5H4O molecule at a distorted geometry (ωB97M-V/def2-TZVPD, the OMol25 dataset).

XYZ file:
```
10
Properties=species:S:1:pos:R:3:forces:R:3
C -1.277 -1.100 -0.197 4.354 -1.875 -0.806
C 0.170 -0.991 0.043 -0.398 1.541 -0.982
C -2.243 1.092 0.029 -0.714 2.125 -0.180
C 1.575 1.195 -0.112 -0.226 0.748 4.073
C 0.945 0.062 -0.069 -0.987 0.619 -0.190
O -1.914 0.002 -0.121 -1.159 1.441 0.687
H -1.733 -1.890 0.252 -1.678 -1.954 0.842
H 0.757 -1.833 0.200 0.311 -2.087 0.342
H 1.996 1.680 -0.918 0.821 0.571 -1.912
H 1.725 1.781 0.894 -0.324 -1.130 -1.874
```
Forces are in eV/Å.

Relative energy (zero: lowest compared OMol25 entry of this formula, charge and spin) (kcal per mole): 140.5
Gap between HOMO and LUMO (eV): 7.8160
Calculated total energy (a.u.): -267.8885
HOMO (eV): -7.43